Record 1
Below is C18H28N4O3 in the gas phase, with properties calculated with wB97M-V/def2-TZVPD.

* energy above the lowest of the compared OMol25 structures with the same formula, charge and spin: 381.8 kcal per mole
* HOMO-LUMO gap: 8.83 eV
* E_HOMO: -8.157 eV
* charge: 0

Last column: Mulliken charge in e.
Element x y z (Å)
O  1.34160  1.39201  2.21678  -0.321
O  1.70942  -0.07607  4.24453  -0.648
O  1.03777  -4.17704  -2.07368  -0.576
N  2.34792  -0.75338  1.84951  0.068
N  0.83748  -2.97174  -0.40423  0.019
N  -1.36245  -1.37574  -0.63102  -0.704
N  -1.46628  -1.91696  -1.91485  0.584
C  0.84815  3.56027  2.44089  -1.227
C  2.91713  -2.10497  2.34159  -1.332
C  2.04736  -3.07668  0.09020  -0.006
C  2.17008  -3.22763  1.75760  -0.783
C  -2.43097  1.44595  -2.80817  -1.335
C  0.59853  2.30211  2.98769  -0.372
C  -3.03442  3.77781  -2.08543  -1.381
C  -1.88151  0.17067  -2.21982  -0.040
C  1.75308  0.11568  2.93496  0.546
C  -1.13110  -3.32420  -1.74820  -0.644
C  -1.75825  0.95257  0.26822  0.643
C  2.30069  -0.52924  0.45021  -0.251
C  -2.82295  2.34181  -1.79928  0.930
C  2.78166  -1.88382  -0.35790  -1.194
C  -1.57627  2.39114  -0.81258  -1.838
C  -1.68523  -0.20044  -0.75035  0.013
C  -1.89604  -1.18507  -2.69324  -0.462
C  0.33276  -3.65878  -1.36879  0.576
H  -1.88845  -3.83760  -1.04390  0.244
H  0.48560  3.59656  1.36240  0.071
H  -1.97562  -1.49104  -3.75849  0.346
H  1.14823  -0.28826  0.19959  -0.359
H  2.55515  -1.94155  3.40966  0.381
H  2.73855  -1.34423  -1.29909  0.434
H  -3.74644  3.76230  -3.11295  0.276
H  -1.52158  1.92500  -3.27961  0.194
H  -0.01038  -2.57462  0.22489  0.392
H  -1.96903  4.27771  -2.66446  0.213
H  1.08369  2.16312  3.88381  0.579
H  0.99506  -3.09498  2.07225  0.181
H  -1.30786  -3.85664  -2.83504  0.283
H  -0.68628  1.10669  0.69432  -0.615
H  2.64679  -3.85680  -0.50418  0.419
H  2.66244  -4.05089  2.06561  0.424
H  1.94498  3.83135  2.11050  0.251
H  -0.73025  2.78768  -0.90085  1.092
H  2.80202  0.25998  0.32069  0.930
H  3.81378  -1.93191  2.24189  0.830
H  -3.42699  4.53048  -1.38065  0.366
H  -1.99264  3.25885  0.09815  0.226
H  -3.82230  1.93343  -1.34892  0.247
H  -2.74679  0.85620  0.94600  0.319
H  0.53636  4.34334  2.97150  0.563
H  -0.38869  2.09534  3.16998  0.342
H  3.98666  -1.86605  -0.15583  0.339
H  -3.16417  1.41829  -3.40189  0.770

***

Record 2
Below is a molecular structure, C18H28NO5P2V, with properties calculated with wB97M-V/def2-TZVPD.

* HOMO-LUMO gap (alpha / beta): 6.62 / 6.16 eV
* spin multiplicity: 4
* E_HOMO (alpha / beta): -9.862 / -9.900 eV
* charge: +1
* <S²>: 3.7675

Last column: Löwdin spin population.
Element x y z (Å)
V  0.07541  -0.00407  0.03509  2.699
P  2.30327  -1.16558  -0.71663  0.073
P  -2.21156  -0.41350  -0.71232  0.006
O  -0.55790  -3.10049  -1.68888  0.020
O  -1.61676  -2.38699  -3.88686  0.001
O  0.22152  -0.47855  2.13149  0.022
O  0.00016  1.64901  1.51796  0.009
O  -0.46495  3.47747  3.28190  0.001
N  0.20702  0.74238  -1.92121  0.010
C  2.59519  0.42357  -1.60564  0.031
C  0.52190  1.86584  -4.42984  0.008
C  0.21945  0.60988  6.20690  0.000
C  0.36332  0.24218  4.87616  0.000
C  0.11407  0.76533  2.45112  0.010
C  -0.87700  0.77047  -2.78246  0.012
C  3.27883  -1.08274  0.79689  0.013
C  -0.72699  1.43099  -4.02398  0.001
C  -0.23568  1.89664  6.53688  0.000
C  -0.49281  2.82378  5.53671  0.000
C  -0.29841  2.49724  4.19505  0.001
C  0.08542  1.15939  3.86359  0.000
C  2.90227  -2.48611  -1.79519  0.004
C  -2.99372  0.95747  0.21231  0.000
C  -2.05279  0.04958  -2.41868  0.015
C  -3.33839  -1.81622  -0.58495  0.000
C  1.43221  0.93861  -2.42032  0.009
C  1.63218  1.60480  -3.62776  0.003
H  -0.30370  3.04447  2.39877  0.000
H  2.93017  1.19647  -0.89444  0.001
H  -3.55868  -1.98781  0.47776  0.000
H  0.16398  -3.75941  -1.80632  0.000
H  -3.01379  0.71591  1.28449  0.001
H  -2.46195  1.91138  0.08920  0.001
H  4.34501  -1.03007  0.53018  0.002
H  -1.87289  -1.46838  -3.59381  0.001
H  0.89323  -1.63423  -0.64697  0.041
H  -0.37749  2.18743  7.57227  0.000
H  -2.35615  -2.69813  -4.46084  0.000
H  3.09497  -1.98710  1.39076  0.000
H  2.64420  1.88307  -3.90560  0.000
H  -0.82993  3.83619  5.75431  0.000
H  3.44255  0.22805  -2.27441  0.006
H  0.45536  -0.09861  7.00546  0.000
H  -1.62186  1.55664  -4.63686  0.000
H  -2.84150  -2.69893  -1.00396  0.000
H  3.02195  -0.19754  1.39925  0.001
H  -4.02108  1.06346  -0.15418  -0.001
H  0.68365  -0.77378  4.59197  0.000
H  -4.26408  -1.59448  -1.13356  -0.001
H  2.17573  -2.65843  -2.60487  0.000
H  -2.95916  0.22757  -3.01154  0.000
H  3.88216  -2.22137  -2.21724  0.000
H  -0.98514  -3.00737  -2.61512  0.000
H  0.64628  2.39433  -5.37165  0.000
H  3.00285  -3.39973  -1.19041  0.000

***

Record 3
Below is 2 unconnected molecules or ions with the total composition C18H29Br2FN2O2P, with properties calculated with wB97M-V/def2-TZVPD.

* HOMO-LUMO gap: 6.31 eV
* E_HOMO: -10.636 eV
* charge: +1

Last column: Mulliken charge in e.
Element x y z (Å)
Br  3.48937  -10.01868  0.15032  -0.139
Br  4.76504  -6.67566  -0.75600  -0.142
P  1.59202  1.40793  0.33911  0.817
F  2.43661  1.57184  1.86342  -0.383
O  -2.66847  3.48968  -1.62023  -0.536
O  1.87067  -3.94468  0.79126  -0.460
N  3.77140  -2.64218  1.59173  -0.454
N  -3.56089  2.31182  0.44230  -0.189
C  1.25025  -1.45505  1.16758  -0.295
C  -7.15439  0.04006  0.70155  -0.330
C  -0.24346  1.82061  0.65911  -0.699
C  -7.62869  -0.16668  -0.87356  -0.399
C  2.31900  -2.73154  1.17660  -0.012
C  2.38757  2.31212  -1.13903  -0.603
C  -6.65583  0.56225  -2.01348  -0.341
C  -1.21247  1.55531  -0.66572  -0.324
C  3.60598  4.18036  0.50092  -1.086
C  -5.28077  1.41413  -1.60121  -0.296
C  -5.78792  0.89498  1.11634  -0.413
C  1.66742  -0.48910  -0.09979  -0.805
C  -2.55382  2.54527  -0.66497  0.013
C  1.48401  4.92620  -1.02538  -0.943
C  2.77630  3.88186  -0.88110  0.019
C  3.02861  -7.19483  -0.03432  -0.280
C  -4.80244  1.58843  -0.04206  0.547
C  3.17027  -8.29071  0.99660  -0.602
H  -4.66334  1.89174  -2.47471  0.218
H  3.90772  -2.13327  2.49467  0.297
H  0.60437  4.68005  -0.29452  0.133
H  -8.58609  -0.78055  -1.19439  0.304
H  3.31532  1.70038  -1.50530  0.424
H  1.21154  -0.88639  2.19612  0.371
H  4.27129  3.25581  0.85484  0.270
H  2.90525  4.47607  1.39758  0.294
H  -0.57565  1.69954  -1.66223  0.311
H  2.62831  -6.28473  0.42344  0.085
H  1.58972  2.30868  -2.02703  0.365
H  4.33754  5.09221  0.29719  0.345
H  -6.92028  0.45236  -3.16377  0.277
H  -5.55904  0.98421  2.27051  0.258
H  1.17458  4.89086  -2.17413  0.342
H  3.50591  4.19160  -1.77415  0.350
H  1.95169  6.00665  -0.86740  0.370
H  4.37892  -2.26610  0.82855  0.284
H  2.23819  -8.41545  1.55572  0.345
H  -7.80822  -0.46170  1.53903  0.286
H  1.11096  -0.73461  -1.10063  0.433
H  3.99093  -8.12251  1.69918  0.383
H  2.40059  -7.47522  -0.88363  0.388
H  2.82090  -0.71476  -0.30855  0.434
H  -0.66472  1.10407  1.51597  0.418
H  0.19184  -1.91608  0.89178  0.285
H  -0.42897  2.92855  1.06156  0.433
H  -3.79471  3.19042  0.95719  0.352
H  -1.59990  0.44440  -0.63287  0.282

***

Record 4
Below is 12 unconnected molecules or ions with the total composition C18H29Cl22I2O4P, with properties calculated with wB97M-V/def2-TZVPD.

* HOMO-LUMO gap: 7.91 eV
* E_HOMO: -9.266 eV
* charge: 0

Last column: Mulliken charge in e.
Element x y z (Å)
I  -1.44535  -1.49124  -2.35264  0.117
I  -3.83459  4.42796  0.94777  -0.111
Cl  -7.26934  0.57344  -1.48983  -0.121
Cl  -4.26768  5.85280  -3.03845  -0.125
Cl  -7.31477  1.46783  2.20412  -0.147
Cl  -2.58870  2.71091  6.70808  -0.163
Cl  -2.57098  5.64896  6.74967  -0.148
Cl  4.96591  -0.20847  -1.76656  -0.152
Cl  -0.10412  -9.22423  -6.02804  -0.172
Cl  -5.49023  -0.63990  -3.47443  -0.123
Cl  -1.76329  8.29214  4.33956  -0.169
Cl  2.21515  -8.81784  -4.27518  -0.160
Cl  -0.34681  -4.24970  -3.89306  -0.211
Cl  8.74698  -0.46383  5.17514  -0.166
Cl  7.69596  -2.44469  3.28514  -0.125
Cl  2.88678  -3.01115  -1.30471  -0.092
Cl  -1.92500  7.92408  1.43389  -0.163
Cl  6.35122  -5.89309  0.49882  -0.114
Cl  -1.55902  6.96097  -3.18869  -0.186
Cl  4.03312  -5.48482  -2.37667  -0.178
Cl  -4.53388  0.55989  2.07033  -0.025
Cl  1.45504  -4.74603  -6.14944  -0.185
Cl  6.88276  0.33051  0.38596  -0.178
Cl  7.40700  -7.75723  -1.50021  -0.142
P  -1.98927  3.47844  -0.32889  0.083
O  -0.97378  4.72513  -0.57963  -0.423
O  1.71186  0.69296  1.52645  -0.503
O  -0.83650  4.05931  2.80236  -0.399
O  0.71229  2.43646  2.54644  -0.341
C  -0.34504  3.21717  2.12045  0.207
C  -3.16117  0.30869  -0.73481  -0.712
C  6.52523  -7.58975  0.01756  -0.306
C  -7.15605  -0.47997  -2.90872  -0.322
C  -6.23445  0.07339  2.15010  -0.349
C  -0.45535  1.39264  0.79987  0.359
C  -3.17455  7.12316  -2.48265  0.121
C  5.22143  -0.12924  -0.02206  0.005
C  -1.71426  0.30490  -1.16917  -0.632
C  1.29504  -4.06162  -4.52754  0.329
C  -1.91476  7.13095  3.01746  0.062
C  -1.61155  4.17847  6.54699  0.115
C  -0.79499  0.17038  0.04586  -0.340
C  7.62418  -0.76828  3.84420  -0.089
C  0.77343  -8.08741  -4.99676  0.221
C  -0.89595  2.65773  0.86455  0.893
C  4.07625  -4.30144  -1.06206  -0.367
C  0.74279  1.36148  1.68960  -0.347
H  5.53568  -8.01107  -0.10768  0.242
H  -7.52055  -1.46169  -2.63476  0.257
H  1.08413  -7.24170  -5.59691  -0.120
H  1.97992  -4.57612  -3.86457  -0.288
H  1.52875  -3.00495  -4.56946  0.306
H  -3.35544  -0.60474  -0.18487  0.579
H  7.88144  -0.12065  3.01763  0.115
H  5.02822  -1.10991  0.39591  0.149
H  -3.42278  1.12450  -0.07134  -0.042
H  -1.24238  5.22590  -1.36170  0.193
H  5.06182  -3.85761  -1.02691  0.307
H  6.61845  -0.56473  4.18925  0.266
H  -2.84540  6.59338  3.13884  0.150
H  -6.38276  -0.51763  3.04481  0.345
H  7.06986  -8.10937  0.79521  0.335
H  -1.44373  1.16724  -1.76095  0.638
H  -0.84195  4.16464  7.30848  0.296
H  4.54515  0.59800  0.39755  0.178
H  -1.40184  -0.38951  0.76730  0.347
H  -6.46348  -0.50510  1.26298  0.195
H  -3.08006  7.04288  -1.40461  -0.129
H  -1.17409  4.18997  5.55943  -0.091
H  -3.82934  0.30978  -1.58550  -0.077
H  -3.58650  8.08607  -2.75538  0.317
H  3.84830  -4.80695  -0.13580  0.311
H  0.07737  -0.45530  -0.08661  0.546
H  0.11493  -7.76786  -4.19854  0.233
H  -7.75494  -0.05786  -3.70542  0.315
H  -1.07978  6.44959  3.05343  0.100

***

Record 5
Below is a molecular structure, C18H29Cl5N2O3Ti, with properties calculated with wB97M-V/def2-TZVPD.

* energy above the lowest of the compared OMol25 structures with the same formula, charge and spin: 2.5 kcal per mole
* HOMO-LUMO gap: 8.38 eV
* E_HOMO: -8.433 eV
* charge: 0

Last column: Mulliken charge in e.
Element x y z (Å)
Ti  -0.33429  -0.03603  -0.21400  -0.208
Cl  -3.38656  -1.64509  -2.65906  -0.168
Cl  2.34897  0.63011  -3.85085  -0.171
Cl  0.51586  -0.31971  -6.17684  -0.198
Cl  -2.48483  0.57205  0.42915  -0.497
Cl  -2.32520  -1.43605  -5.62976  -0.195
O  -0.17392  2.38156  -0.34569  0.265
O  0.55740  -3.05591  -0.01724  -0.232
O  -1.63880  -2.68997  -0.04594  -0.546
N  -0.04826  -0.48339  2.21069  0.934
N  2.02932  0.16251  0.24865  1.188
C  -0.77942  2.92865  -1.53920  -0.338
C  -0.89381  -1.57657  2.72711  -1.371
C  -1.82951  -1.00729  -3.00972  -0.213
C  0.23877  -4.45254  0.00941  -0.867
C  -0.38540  0.70266  3.01286  -1.340
C  -1.35291  -0.91596  -4.30713  0.457
C  -0.53342  -2.20792  -0.08276  0.415
C  2.74783  -0.96974  -0.38034  -1.280
C  0.26144  3.51358  -2.46678  -1.076
C  1.36700  -0.84514  2.40310  -0.895
C  0.24146  -0.01483  -2.20639  1.013
C  -0.05573  -0.39929  -4.55257  -0.016
C  0.73820  0.03687  -3.50274  0.563
C  2.65201  1.38436  -0.29632  -0.828
C  0.01678  3.38010  0.66295  -0.565
C  2.27315  0.13810  1.70521  -1.198
C  -0.99198  -0.53790  -2.01203  -0.566
C  -1.25512  3.79571  1.37725  -1.456
H  2.23947  2.27121  0.17248  0.247
H  -0.34832  -4.70367  0.89331  0.307
H  -1.77443  2.92823  1.77649  0.202
H  2.59478  -0.93206  -1.45594  0.258
H  -0.14999  0.52240  4.06952  0.342
H  -0.99805  4.47228  2.19456  0.433
H  0.97554  2.75404  -2.77988  0.127
H  -1.31828  2.11144  -2.01217  0.199
H  1.19200  -4.97536  0.02553  0.247
H  3.82031  -0.87790  -0.16874  0.415
H  -0.22937  3.90806  -3.35806  0.425
H  0.72658  2.95801  1.37449  0.343
H  -1.44713  0.90672  2.90796  0.362
H  0.50816  4.24620  0.20826  0.316
H  -1.92935  -1.39368  2.44926  0.317
H  0.80767  4.33437  -1.99924  0.322
H  -0.58170  -2.52880  2.30984  0.402
H  -0.80437  -1.62676  3.81954  0.411
H  3.32392  -0.10548  1.90691  0.376
H  -1.51902  3.67431  -1.24609  0.446
H  1.51173  -1.84466  1.99200  0.298
H  -1.94193  4.32282  0.71720  0.424
H  0.16682  1.57749  2.68374  0.280
H  3.73281  1.35888  -0.11028  0.463
H  -0.33547  -4.73395  -0.87190  0.279
H  2.37747  -1.91839  -0.01334  0.376
H  2.47646  1.43361  -1.36581  -0.086
H  1.60944  -0.88452  3.47388  0.455
H  2.10683  1.14472  2.09237  0.405

***

Record 6
Below is a molecular structure, C18H29ClOW, with properties calculated with wB97M-V/def2-TZVPD.

* HOMO-LUMO gap (alpha / beta): 6.23 / 6.91 eV
* spin multiplicity: 3
* E_HOMO (alpha / beta): -14.275 / -14.942 eV
* charge: +2
* <S²>: 2.0177

Last column: Löwdin spin population.
Element x y z (Å)
W  -0.57827  1.36906  -1.22690  1.538
Cl  -1.04547  -1.00827  -0.85671  0.089
O  1.54982  0.82779  1.41809  0.029
C  -2.74152  2.02706  -0.71713  0.075
C  -2.08308  -4.03029  0.83921  0.000
C  -1.23084  2.28729  1.04194  0.055
C  1.55614  2.09520  -1.50238  0.017
C  -2.82412  -3.85326  -1.56390  0.001
C  1.53728  1.81888  3.61251  0.000
C  0.76081  3.04436  -2.19636  0.011
C  -1.94084  3.20390  -0.97127  -0.006
C  -0.45715  -4.53019  -1.01572  0.000
C  -0.01374  2.36425  -3.17812  0.012
C  0.33220  0.96355  -3.13015  0.079
C  -0.99908  3.34744  0.11303  -0.015
C  -1.73337  -3.94577  -0.58461  0.000
C  2.55773  -0.08897  0.97028  0.001
C  2.06382  1.91146  2.20204  0.001
C  1.32731  0.80118  -2.09941  0.077
C  -2.28439  1.46120  0.53126  0.004
C  3.16280  -0.89700  2.10162  0.001
H  -0.77977  2.21183  2.01975  0.004
H  -3.61092  -3.16614  -1.23064  0.000
H  -1.22003  -3.82002  1.48075  0.000
H  -0.15115  -4.16214  -2.00134  0.000
H  0.34755  -4.31245  -0.30395  0.000
H  -2.88449  -3.33215  1.10487  0.000
H  -2.43617  -5.04886  1.08809  0.000
H  1.93410  -0.08379  -1.92061  0.005
H  1.71097  2.83670  1.72588  0.000
H  -2.46490  -3.51463  -2.54305  0.000
H  3.86642  -1.61457  1.67788  0.000
H  0.01039  0.20221  -3.83984  0.008
H  2.06315  -0.73647  0.23721  0.000
H  3.71141  -0.24842  2.79460  0.000
H  -3.62619  1.74289  -1.27808  0.009
H  0.81190  4.12256  -2.05508  0.000
H  -0.34305  4.19776  0.27034  -0.001
H  2.39486  -1.45041  2.65457  0.000
H  2.01860  0.98720  4.14563  0.000
H  1.75893  2.74168  4.15628  0.000
H  3.35225  0.48368  0.46224  0.000
H  -2.74699  0.63540  1.05170  -0.001
H  -0.64610  2.83220  -3.93320  0.003
H  -0.54261  -5.63126  -1.08557  0.000
H  -3.29443  -4.84456  -1.71175  0.000
H  0.45209  1.65273  3.61822  0.000
H  -2.11453  3.92912  -1.77106  0.001
H  3.16501  1.89076  2.19326  0.000
H  2.34762  2.33028  -0.79439  0.003

***

For reference, largest force on an atom by record: 18.3, 1.9, 8.7, 0.9, 0.2, 4.5 eV/Å.